1.
A structure of composition C41H31Br2KN9O, computed with the ωB97M-V functional and the def2-TZVPD basis.

```
85
Properties=species:S:1:pos:R:3:lowdin_charge:R:1
C 2.33582 3.36920 0.06506 -0.182
C -5.47004 0.53630 -0.70230 -0.650
H 0.23196 -3.97933 -3.48737 0.080
C -2.52076 -5.97931 1.47580 -0.088
H 3.20952 2.79398 -0.25303 0.045
C -1.40325 -6.33216 -0.56330 -0.172
H 3.58234 0.27221 -1.20897 0.116
C -0.92288 3.11170 1.75479 -0.063
N 2.69230 0.01130 0.61712 0.074
C -3.10585 0.80220 -1.23576 -0.150
H -3.48209 -0.94755 5.48993 0.098
C -2.90330 -0.65674 -1.24114 -0.479
C 1.81399 -3.21979 0.37676 -0.131
H 0.75841 -0.51686 5.01209 0.100
O -1.77698 -1.16909 -1.47153 -0.215
C 5.03860 0.41864 0.36633 -0.067
H -1.16468 -3.65350 -2.43495 0.060
C 0.20152 5.01384 0.76061 -0.202
H -4.64451 -7.35673 -0.82639 0.112
C 0.71396 -3.53744 -1.44520 -0.331
C -3.74115 -6.96436 -0.38036 -0.037
H 3.24782 5.18939 -0.71142 0.082
H 6.20100 0.51472 2.17383 0.101
H -0.46926 -5.41351 1.17772 0.100
H -0.89077 6.87510 0.90719 0.097
H 1.48850 -6.77973 -1.07884 0.136
H -3.35520 4.61288 -1.30052 0.101
C -2.56259 -6.86112 -1.12650 -0.251
C 2.88089 -0.03515 1.93225 -0.344
N 1.16414 -4.76044 -1.02043 -0.036
Br -3.91837 -3.28819 -0.89875 0.776
H 1.18021 -6.06072 -2.67188 0.132
C -4.44860 2.79782 -1.02381 -0.049
C -0.40349 -0.42123 3.22107 -0.243
C 5.22118 0.37010 1.73749 -0.073
C 0.89927 -6.03778 -1.61971 -0.079
N 0.67946 -0.23550 2.29769 0.031
H -1.83199 -0.31905 1.60866 0.093
N -1.07964 -6.91133 -2.68675 0.048
C 1.27689 2.73016 0.68217 -0.075
C -1.34390 -0.75253 5.40406 -0.090
C -2.78527 -0.65295 3.48401 -0.065
C -5.31276 -0.82104 -0.68477 -0.209
C -1.96960 5.27516 1.81288 -0.120
C -3.69924 -6.52333 0.91930 -0.107
H 2.25121 -2.66166 1.18736 0.085
C 2.37689 4.76021 -0.21976 -0.128
C -0.13318 -3.37312 -2.65471 0.000
C -1.67855 -0.45918 2.67078 -0.023
N -0.50171 -6.38878 -1.58347 -0.060
H -0.91325 2.05546 1.99668 0.072
K 0.09870 -0.00742 -0.33348 0.694
H -2.80743 5.89995 2.10201 0.088
C -0.23804 -0.56183 4.59648 -0.029
C -4.06868 -1.39332 -0.94647 -0.603
C -3.33036 3.53198 -1.28638 -0.055
N -2.00534 1.55608 -1.48067 0.087
H -2.81632 3.47146 2.66505 0.093
C -2.11314 2.86050 -1.49772 -0.137
H 2.32568 -5.36955 0.68855 0.111
H -6.15600 -1.46366 -0.46941 0.085
H -5.39871 3.28051 -0.83654 0.068
H -1.21325 -0.85966 6.47364 0.097
C -1.97407 3.90021 2.13378 -0.105
H -4.59224 -6.56287 1.52839 0.101
C 0.20055 3.61571 1.04685 -0.235
H -3.77200 -0.67830 3.04012 0.109
H -2.54596 -5.61333 2.49382 0.106
N 1.09552 -2.59489 -0.61726 0.077
H -1.20072 3.42383 -1.66313 0.112
H 1.34378 6.63260 -0.11448 0.092
H -0.15686 -2.32514 -2.93387 0.076
C 3.75889 0.23079 -0.13949 -0.151
C 1.32705 5.56976 0.10698 -0.091
H 4.17948 0.09374 3.61639 0.106
C -4.37264 1.38678 -0.98030 -0.201
H 5.86492 0.60269 -0.30670 0.100
Br -7.19680 1.26032 -0.33838 0.696
C 4.11741 0.13681 2.53789 -0.012
C 1.86396 -4.55688 0.15455 -0.087
N -2.30032 -7.19476 -2.43810 0.070
N 1.79647 -0.24375 2.82777 0.080
C -0.90691 5.81468 1.14308 -0.068
C -1.35489 -5.86834 0.75676 -0.004
C -2.61996 -0.80187 4.85165 -0.091
```

Results
Energy above the lowest of the compared OMol25 structures with the same formula, charge and spin in kJ/mol: 0.0
Total charge: -1
HOMO level in eV: -3.61
Total energy in eV: -214889.524

=====

2.
A structure of composition C41H31I2N6O2PSV at a distorted geometry, computed with the ωB97M-V functional and the def2-TZVPD basis.

```
85
Properties=species:S:1:pos:R:3:mulliken_spin:R:1
H 4.20629 4.46313 0.61021 0.000
C -0.63563 -3.53162 -1.82467 -0.011
C -0.90305 1.26323 3.88578 0.016
I 1.84407 4.58688 2.58790 0.000
H 0.66698 5.25363 -2.65592 0.000
H -0.62530 1.20545 -2.18092 -0.001
C 3.65334 3.56578 0.36731 -0.001
C -4.70140 1.04471 -2.39374 0.001
C 4.32647 -3.24004 0.45323 0.003
H 1.33325 -6.49811 -3.30215 0.000
C 5.09176 -2.22949 1.02094 -0.004
C 2.20199 1.29089 -0.19679 -0.005
N 1.45317 0.17015 -0.37437 0.037
H 1.32310 -4.31598 -4.48655 0.000
H -4.08648 2.60907 0.62679 0.000
H -0.26069 5.80550 -0.42920 0.000
C -0.35161 4.80124 -0.82305 0.000
C -2.50216 1.94753 1.90070 0.009
C -3.46103 -0.78688 -0.71748 0.013
H -5.17179 1.76396 -3.05182 0.000
N 0.91252 -2.08858 1.34775 -0.082
C -1.10520 -3.04951 1.18391 -0.043
C 0.78068 -5.65996 -2.89572 0.000
C -3.67297 2.65058 1.62450 -0.001
H -3.41420 2.50298 -1.52252 0.000
N 0.25069 -3.17495 1.04786 0.097
C 0.17280 4.49051 -2.06858 -0.001
H -1.20586 -2.70431 -1.41818 0.000
N -0.19746 0.34031 3.38908 -0.005
C -4.44162 -1.20536 -1.60762 0.001
H 4.61718 0.74919 -2.50202 0.000
N -1.36182 -4.96703 0.01108 0.017
C -5.06754 -0.29381 -2.44178 0.000
H -1.35043 4.07084 0.92380 -0.001
O 0.69921 -0.24040 4.28516 -0.002
H -2.99906 -1.51271 -0.06422 -0.014
C -0.63152 -4.76045 -1.15212 0.012
H 0.47806 2.94189 -3.52661 0.000
O 0.66008 1.79289 1.49316 -0.005
H 2.60871 -0.42960 2.45496 -0.001
C 0.06253 -3.38412 -3.01144 0.005
C 1.72351 2.16140 0.83892 -0.013
C -3.83185 3.50189 3.84813 -0.002
C -2.00326 1.99917 3.22642 0.010
C 2.94147 -0.50985 -2.10084 0.002
H 6.16840 -2.23535 0.91332 0.000
H 2.34079 -4.00826 0.10668 0.000
H 3.19088 -1.25700 -2.84128 0.000
H -2.30551 2.84178 5.16998 0.000
H -5.83097 -0.62438 -3.13443 0.000
C -2.68626 2.79297 4.15754 0.005
C 2.94505 -3.23994 0.57075 -0.003
C 4.10268 2.72898 -0.61657 0.006
C 3.08885 -1.21185 1.86841 0.014
C -3.09328 0.55700 -0.64907 -0.015
H -0.74431 1.50353 4.93367 -0.003
C -0.97820 3.82288 -0.06177 -0.002
P -1.72394 1.11957 0.43503 -0.040
H 5.05089 -0.42337 2.18799 0.000
H 0.65038 -1.17816 4.03342 0.003
C 4.46674 -1.21260 1.73206 0.005
C 3.72393 0.59675 -1.91045 -0.002
S -1.71173 -1.62408 2.01437 -0.033
H 0.11560 -6.77026 -1.18315 0.000
H 1.21389 -1.60010 -1.37758 0.002
I 5.86375 3.21131 -1.62532 0.000
C 2.47976 3.28559 1.09265 0.009
H -1.87749 -5.82520 0.07624 0.001
H -4.70661 -2.25415 -1.64099 0.000
H 0.03041 -2.43088 -3.52799 0.000
C 3.37704 1.54561 -0.92500 -0.004
C -3.71700 1.46344 -1.51420 -0.002
C 1.81316 -0.70174 -1.29036 0.022
H 4.80887 -4.03479 -0.10199 0.000
H -4.32089 4.09926 4.60577 0.000
C 0.78168 -4.44045 -3.55827 0.000
N -1.93628 -3.95404 0.76020 0.070
C 0.08968 -5.82111 -1.70524 -0.002
C 2.32011 -2.21470 1.27776 0.003
C -4.34062 3.41646 2.56770 0.003
V 0.13974 -0.19062 1.38783 0.936
C -1.08284 2.52307 -0.54251 -0.008
C 0.06765 3.19471 -2.55716 0.002
H -5.24441 3.94250 2.28977 0.000
C -0.55551 2.21756 -1.79708 -0.001
```

Results
Multiplicity: 2
Energy above the lowest of the compared OMol25 structures with the same formula, charge and spin in kJ/mol: 0.0
HOMO level (spin up / spin down) in eV: -6.51 / -6.38
Total energy in eV: -118067.335
⟨S²⟩: 0.77